No. 1
Entry from OMol25: one molecule with the formula C3H6N2S2 (ωB97M-V/def2-TZVPD).

Relative energy (zero: lowest compared OMol25 entry of this formula, charge and spin) in eV: 0.6005
LUMO energy in eV: 0.65
HOMO-LUMO gap in eV: 9.30
HOMO energy in eV: -8.655
SMILES string: [H]/N=C1/NSCCS1
Total energy in Ha: -1023.780864

CARTESIAN COORDINATES (ANGSTROEM)
H 1.83214 -0.99292 -2.60131
N 2.13547 -0.76044 -1.65684
C 1.18253 -0.41131 -0.89801
N 1.43174 -0.22803 0.46203
S 0.66174 1.00141 1.37723
C -0.97679 0.27728 1.27179
C -1.51824 0.40974 -0.15002
S -0.51188 -0.36579 -1.45409
H 2.42020 -0.34092 0.68503
H -1.61861 0.81227 1.95662
H -0.91976 -0.77341 1.60219
H -2.48192 -0.09617 -0.19097
H -1.63663 1.46828 -0.40366

No. 2
Entry from OMol25: a 2-piece molecular cluster, C4H11NSi overall in a non-equilibrium geometry (ωB97M-V/def2-TZVPD).

Relative energy (zero: lowest compared OMol25 entry of this formula, charge and spin) in eV: 5.7277
LUMO energy (spin up / spin down) in eV: 0.49 / 0.30
HOMO-LUMO gap (spin up / spin down) in eV: 8.35 / 6.49
HOMO energy (spin up / spin down) in eV: -7.861 / -6.191
Total energy in Ha: -503.059579

CARTESIAN COORDINATES (ANGSTROEM)
C 0.87865 1.29013 2.58199
C 1.59652 0.29665 2.09685
C -2.25877 0.06592 -0.08502
C 1.27841 -0.84110 -2.33376
N -1.21161 -0.09088 -1.13277
Si 0.33813 -0.78475 -0.74715
H 1.16810 1.79869 3.47773
H -0.05425 1.50755 2.24184
H 2.44466 -0.26342 2.58909
H -2.18183 1.16556 0.37711
H -3.22119 -0.03395 -0.59383
H -2.06295 -0.54868 0.72383
H 1.38746 0.25058 -2.64503
H 2.15354 -1.19158 -1.84836
H 0.96179 -1.39193 -3.21801
H -1.46796 0.46514 -1.87297
H 0.25129 -1.69394 0.38847

No. 3
Entry from OMol25: C23H36P2W as an isolated structure in a non-equilibrium geometry (ωB97M-V/def2-TZVPD).

Expectation value of S²: 2.050
2S+1: 3
Relative energy (zero: lowest compared OMol25 entry of this formula, charge and spin) in eV: 5.6214
LUMO energy (spin up / spin down) in eV: -8.54 / -7.75
HOMO-LUMO gap (spin up / spin down) in eV: 3.85 / 4.64
Net charge: +2
HOMO energy (spin up / spin down) in eV: -12.392 / -12.395
Total energy in Ha: -1646.698525

CARTESIAN COORDINATES (ANGSTROEM)
P 0.17574 -2.27749 -2.66923
P -0.19568 1.37072 -2.96899
C -0.49749 -1.18116 -3.99970
C 0.24688 0.12806 -4.19703
H -1.58669 -1.03508 -3.81740
H -0.35692 -1.77482 -4.91717
H 1.34429 0.06005 -4.23285
H -0.11474 0.64249 -5.08639
C -1.64173 2.27259 -3.63834
H -2.01262 3.02730 -2.91392
H -2.43259 1.54346 -3.90675
H -1.21501 2.76359 -4.53004
C 1.17006 2.53791 -3.18674
H 0.87544 3.06577 -4.10390
H 2.10580 1.97563 -3.34652
H 1.25774 3.23043 -2.33053
C -1.07366 -3.54479 -2.38053
H -0.80809 -4.09072 -1.44070
H -1.05002 -4.23624 -3.24378
H -2.09631 -3.08612 -2.29182
C 1.62315 -3.04192 -3.39874
H 2.38735 -2.26384 -3.58496
H 1.29881 -3.51202 -4.34320
H 2.00184 -3.79565 -2.68147
W -0.15182 -1.85476 1.25804
C 1.09180 1.90117 0.62103
C -0.29008 2.19931 0.53552
C -1.34058 1.60395 -0.37983
C -1.62874 0.03957 -0.87803
C -0.64889 -1.13350 -0.76742
C 0.81515 -1.30573 -1.43604
C 1.40351 0.07294 -1.32572
C 1.76919 0.51858 0.09773
C 1.78867 -2.44033 1.87058
H 1.38222 1.90969 1.67980
H -0.75975 2.37063 1.51566
H -1.35063 2.23999 -1.29859
H -2.29100 1.79792 0.15356
H -2.53973 -0.28552 -0.34280
H -2.05193 0.14665 -1.89493
H -1.26877 -2.09589 -0.92507
H 1.49128 -2.03447 -0.92425
H 0.54456 0.80685 -1.54590
H 2.26537 0.18167 -2.02137
H 1.65128 -0.29533 0.93454
H 2.81475 0.70749 -0.12615
H 2.36067 -1.70996 2.46221
H 2.45495 -2.93267 1.12068
H 1.27088 -3.13355 2.48824
C -0.53367 -0.30820 2.70185
C -0.81053 0.25008 3.88848
C -0.79662 0.70538 5.26144
C -1.38272 0.06120 6.39969
C -1.24832 0.51214 7.71781
C -0.49213 1.66846 8.00175
C 0.08101 2.33768 6.92140
C -0.06783 1.87512 5.62173
H -1.96264 -0.86435 6.25269
H -1.71339 -0.01318 8.57525
H -0.36766 2.02303 9.03633
H 0.67609 3.26412 7.14873
H 0.43053 2.43565 4.81203

No. 4
Entry from OMol25: C7H6O5PmS as an isolated structure in a non-equilibrium geometry (ωB97M-V/def2-TZVPD).

Expectation value of S²: 6.008
2S+1: 5
Relative energy (zero: lowest compared OMol25 entry of this formula, charge and spin) in eV: 0.4332
LUMO energy (spin up / spin down) in eV: -14.45 / -14.25
HOMO-LUMO gap (spin up / spin down) in eV: 6.52 / 6.77
Net charge: +3
HOMO energy (spin up / spin down) in eV: -20.963 / -21.018
Total energy in Ha: -1651.858570

CARTESIAN COORDINATES (ANGSTROEM)
O 1.09063 -2.33032 -3.12620
C 0.84427 -1.46625 -2.40048
Pm 0.27906 0.59122 -1.03690
O -0.31772 2.02046 -4.45213
C -0.12134 1.59496 -3.39605
C -0.64659 2.78183 -0.31346
O -1.05630 3.84581 -0.12577
C 2.55079 1.47699 -1.25647
O 3.58450 1.94145 -1.50514
C -2.07968 -0.00627 -1.54625
O -3.16887 -0.23622 -1.87372
C 1.17065 -1.11070 2.89182
S 0.32803 -0.62202 1.41500
C -1.37419 -1.15159 1.76254
H 2.20940 -0.81115 2.74365
H 1.11532 -2.19904 3.00724
H 0.75115 -0.56503 3.74363
H -1.62961 -1.97042 1.06528
H -1.48207 -1.49016 2.81287
H -2.04742 -0.29353 1.59055